Record 1
An isolated molecule of C3H7N3O, computed with ωB97M-V/def2-TZVPD.

The geometry in XYZ format:
```
14
C3H7N3O | the OMol25 dataset | ωB97M-V/def2-TZVPD
C 2.02669 0.51938 -0.14077
N 0.94695 0.05930 0.70178
C -0.30473 -0.20269 0.20247
O -0.44105 -0.83682 -1.09351
N -1.25605 -1.18229 0.79180
C -1.75990 -0.65926 -0.50431
N -1.49414 0.73307 -0.10673
H 1.95165 0.01811 -1.10840
H 2.97278 0.21977 0.31520
H 2.05235 1.60494 -0.30986
H 1.01173 0.19272 1.69619
H -1.78298 -0.71854 1.53866
H -2.63689 -1.02895 -1.03386
H -1.28642 1.28126 -0.94865
```

Computed properties:
charge: 0
highest occupied orbital energy: -9.33 eV
orbital gap: 0.3800 Eh
E_LUMO: 1.0113 eV

Charges obtained by natural (NBO) population analysis, quoted in units of e:
1. C -0.406
2. N -0.642
3. C 0.617
4. O -0.523
5. N -0.593
6. C 0.310
7. N -0.659
8. H 0.220
9. H 0.206
10. H 0.177
11. H 0.398
12. H 0.348
13. H 0.199
14. H 0.346

=====

Record 2
An isolated molecule of C3H7N3O, computed with ωB97M-V/def2-TZVPD.

The geometry in XYZ format:
```
14
C3H7N3O | the OMol25 dataset | ωB97M-V/def2-TZVPD
C -1.34966 -0.33737 -1.34528
N -0.80298 0.66118 -0.45850
C -0.17531 0.34944 0.61057
N -0.67000 0.27240 1.85681
C 1.32913 -0.01056 0.59353
N 1.88578 0.30804 -0.58927
O 1.88654 -0.53215 1.54852
H -2.36893 -0.63846 -1.04076
H -0.73004 -1.25338 -1.32889
H -1.39599 0.02431 -2.38042
H -0.06505 -0.04361 2.59981
H -1.65932 0.41245 2.00711
H 1.27082 0.71776 -1.28665
H 2.84500 0.06995 -0.78658
```

Computed properties:
charge: 0
highest occupied orbital energy: -7.85 eV
orbital gap: 0.3064 Eh
E_LUMO: 0.4906 eV
SMILES string: C/N=C(/N)C(N)=O

Charges obtained by natural (NBO) population analysis, quoted in units of e:
1. C -0.402
2. N -0.677
3. C 0.470
4. N -0.748
5. C 0.577
6. N -0.799
7. O -0.622
8. H 0.173
9. H 0.167
10. H 0.195
11. H 0.424
12. H 0.407
13. H 0.427
14. H 0.407

=====

Record 3
A structure of composition C3H7N3O, computed with ωB97M-V/def2-TZVPD.

The geometry in XYZ format:
```
14
C3H7N3O | the OMol25 dataset | ωB97M-V/def2-TZVPD
C -1.41863 1.30328 0.26337
N -0.56255 0.22703 0.67516
C 0.77339 0.31919 0.55735
O 1.30235 0.99825 -0.33659
N 1.52217 -0.87549 0.76926
C 1.27882 -1.08387 -0.69793
N 0.07675 -1.38719 -0.94969
H -0.90698 1.88382 -0.50791
H -1.55590 1.89754 1.16270
H -2.38831 0.94656 -0.10510
H -0.98722 -0.50938 1.21214
H 0.97876 -1.62645 1.19822
H 2.10962 -1.04958 -1.39061
H -0.22228 -1.04372 -1.85035
```

Computed properties:
charge: 0
highest occupied orbital energy: -9.12 eV
orbital gap: 0.3680 Eh
E_LUMO: 0.8952 eV

Charges obtained by natural (NBO) population analysis, quoted in units of e:
1. C -0.426
2. N -0.565
3. C 0.755
4. O -0.627
5. N -0.658
6. C 0.298
7. N -0.738
8. H 0.238
9. H 0.197
10. H 0.207
11. H 0.405
12. H 0.360
13. H 0.195
14. H 0.358

=====

Record 4
An isolated molecule of C3H7N3O, computed with ωB97M-V/def2-TZVPD.

The geometry in XYZ format:
```
14
C3H7N3O | the OMol25 dataset | ωB97M-V/def2-TZVPD
H 1.81496 -2.24721 -0.11079
N 1.16060 -1.65713 0.41224
C 0.84323 -0.67667 -0.37510
O 1.39079 -0.67756 -1.61460
N 0.45091 0.56826 0.08488
C 0.16560 0.87399 1.46508
N -0.65196 0.63822 -0.96147
C -1.83410 0.16673 -0.82406
H 1.08896 0.14500 -2.03573
H 0.94373 0.47303 2.12309
H -0.79639 0.48180 1.80779
H 0.16655 1.96415 1.57206
H -2.06174 -0.75867 -0.27476
H -2.68114 0.70606 -1.26863
```

Computed properties:
charge: 0
highest occupied orbital energy: -9.25 eV
orbital gap: 0.3406 Eh
E_LUMO: 0.0177 eV
SMILES string: [H]/N=C(\O)N(C)N=C

Charges obtained by natural (NBO) population analysis, quoted in units of e:
1. H 0.349
2. N -0.742
3. C 0.654
4. O -0.677
5. N -0.306
6. C -0.425
7. N -0.324
8. C -0.040
9. H 0.496
10. H 0.248
11. H 0.193
12. H 0.208
13. H 0.167
14. H 0.199

=====

Record 5
An isolated molecule of C3H7N3O, computed with ωB97M-V/def2-TZVPD.

The geometry in XYZ format:
```
14
C3H7N3O | the OMol25 dataset | ωB97M-V/def2-TZVPD
C -0.81474 -1.18547 -0.71775
N 0.45010 -0.52991 -0.91763
N 1.47151 -1.43116 -0.36698
C 1.95296 -0.35742 0.42819
O 2.97850 -0.19401 1.03273
N 0.87462 0.43734 0.08583
C 0.57205 1.88954 0.24800
H -0.67386 -2.18154 -0.43977
H -1.43463 -0.66152 0.01528
H -1.31122 -1.13076 -1.61013
H 2.16319 -1.70920 -1.02424
H -0.46968 1.92064 0.78700
H 1.31038 2.19257 0.96998
H 0.71169 2.41485 -0.79421
```

Computed properties:
charge: 0
highest occupied orbital energy: -8.90 eV
orbital gap: 0.3604 Eh
E_LUMO: 0.9077 eV
SMILES string: Cn1[nH]c(=O)n1C

Charges obtained by natural (NBO) population analysis, quoted in units of e:
1. C -0.436
2. N -0.114
3. N -0.506
4. C 0.751
5. O -0.605
6. N -0.326
7. C -0.429
8. H 0.217
9. H 0.197
10. H 0.199
11. H 0.380
12. H 0.214
13. H 0.238
14. H 0.221

=====

Record 6
An isolated molecule of C3H7N3O, computed with ωB97M-V/def2-TZVPD.

The geometry in XYZ format:
```
14
C3H7N3O | the OMol25 dataset | ωB97M-V/def2-TZVPD
C -1.74117 -1.19341 0.33802
N -0.52792 -0.52951 0.05022
C 0.00524 0.55518 -0.30440
N -0.39920 1.73503 -0.86098
C 1.51424 0.55373 -0.01528
N 1.97769 -0.68283 0.25760
O 2.15941 1.59141 0.00276
H -2.66145 -0.61075 0.44698
H -1.55127 -1.70374 1.28972
H -1.88518 -1.98126 -0.40753
H 0.30267 2.46547 -0.81599
H -1.36385 2.01310 -0.93406
H 1.27554 -1.41267 0.30521
H 2.89526 -0.79974 0.64772
```

Computed properties:
charge: 0
highest occupied orbital energy: -8.72 eV
orbital gap: 0.3509 Eh
E_LUMO: 0.8241 eV
SMILES string: C/N=C(\N)C(N)=O

Charges obtained by natural (NBO) population analysis, quoted in units of e:
1. C -0.417
2. N -0.541
3. C 0.370
4. N -0.816
5. C 0.620
6. N -0.811
7. O -0.631
8. H 0.173
9. H 0.200
10. H 0.209
11. H 0.422
12. H 0.395
13. H 0.428
14. H 0.400